# C12H11NO2S3SeW

C12H11NO2S3SeW as an isolated structure (wB97M-V/def2-TZVPD, the OMol25 dataset).

Each line ends with the Mulliken charge.
Element x y z (Å)
W1 2.12 -0.19 -0.37  1.195
Se1 0.61 3.74 2.05  -0.105
S1 5.97 -1.99 1.20  -0.186
S2 2.90 -1.75 1.06  -0.269
S3 4.38 -0.01 -0.53  -0.186
O1 -0.19 -1.46 -3.27  -0.529
O2 1.63 -1.04 -2.03  -0.546
N1 1.57 1.39 0.64  -0.797
C1 -0.99 0.82 -1.16  1.393
C2 -1.66 1.32 -0.06  -0.885
C3 -0.30 -2.75 0.06  -1.752
C4 -1.29 -0.71 1.16  -0.866
C5 -2.51 1.16 2.29  -1.385
C6 -0.62 -1.28 0.07  1.421
C7 -0.83 1.63 -2.42  -1.693
C8 0.29 -1.05 -2.26  0.146
C9 -1.80 0.57 1.11  0.545
C10 1.17 2.35 1.21  0.575
C11 4.62 -1.35 0.65  0.100
C12 -0.44 -0.48 -1.07  -0.126
H1 -1.43 -1.31 2.05  0.341
H2 0.22 1.69 -2.73  0.338
H3 0.62 -2.99 -0.47  0.420
H4 -1.11 -3.29 -0.43  0.381
H5 -0.21 -3.13 1.08  0.403
H6 -3.48 1.58 2.00  0.352
H7 -1.92 1.97 2.72  0.216
H8 -2.68 0.42 3.07  0.367
H9 -1.38 1.17 -3.24  0.347
H10 -2.07 2.32 -0.10  0.383
H11 -1.20 2.64 -2.26  0.402

## Properties
HOMO-LUMO gap (eV): 7.10
Calculated total energy (Ha): -4332.2482
LUMO energy (eV): -1.47
M (g/mol): 560.23
Relative energy (zero: lowest compared OMol25 entry of this formula, charge and spin) (kcal per mole): 4.1

---

# C12H11NS

A single C12H11NS molecule (wB97M-V/def2-TZVPD, the OMol25 dataset).

Each line ends with the Mulliken charge.
Element x y z (Å)
S1 -2.32 1.25 -0.64  -0.253
N1 -1.35 -1.01 0.00  -0.428
C1 1.26 -2.12 0.14  -1.650
C2 1.23 2.39 0.54  -0.400
C3 0.26 2.36 -0.36  -0.820
C4 -0.32 -0.16 -0.26  -0.352
C5 -0.61 1.15 -0.45  0.800
C6 -3.84 -1.06 0.04  -1.017
C7 1.27 -0.62 0.03  2.151
C8 1.95 -0.16 -1.15  -1.249
C9 -2.48 -0.50 -0.27  0.435
C10 1.64 1.38 1.46  -0.243
C11 1.70 0.02 1.29  -0.978
C12 2.39 0.06 -2.24  -0.023
H1 2.68 0.24 -3.24  0.493
H2 -0.02 3.23 -0.83  0.535
H3 0.72 -2.54 -0.80  0.305
H4 -3.87 -2.23 -0.14  0.281
H5 2.21 -2.54 0.21  0.461
H6 1.77 -0.59 2.15  0.372
H7 2.02 1.80 2.47  0.282
H8 -4.04 -0.80 1.07  0.286
H9 1.92 3.29 0.61  0.298
H10 -4.64 -0.60 -0.57  0.334
H11 0.46 -2.27 0.95  0.378

## Properties
HOMO-LUMO gap (eV): 9.14
Calculated total energy (Ha): -916.6691
LUMO energy (eV): 0.51
SMILES: C#C[C@@]1(C)C=CC=Cc2sc(C)nc21
M (g/mol): 201.29
Relative energy (zero: lowest compared OMol25 entry of this formula, charge and spin) (kcal per mole): 67.4

---

# C12H11O3

An isolated ion of composition C12H11O3 and charge -1 (wB97M-V/def2-TZVPD, the OMol25 dataset).

Each line ends with the Mulliken charge.
Element x y z (Å)
O1 0.54 2.09 -0.88  -0.776
O2 1.50 -2.54 -0.65  -0.609
O3 3.43 -1.28 0.53  -0.839
C1 -1.16 -0.28 -0.29  0.864
C2 2.25 0.77 0.09  0.176
C3 1.18 -1.37 0.10  -0.045
C4 -1.51 -0.18 1.07  -0.299
C5 3.27 1.90 0.26  -1.483
C6 -3.43 -0.06 -0.81  -0.101
C7 1.04 1.03 -0.57  0.478
C8 -2.18 -0.31 -1.25  -0.766
C9 0.24 -0.41 -0.73  -0.509
C10 -3.81 0.15 0.49  -0.473
C11 2.45 -0.60 0.27  0.722
C12 -2.81 0.00 1.41  -0.371
H1 3.98 1.97 -0.64  0.229
H2 -2.03 -0.46 -2.33  0.312
H3 -3.28 0.10 2.44  0.201
H4 0.35 -0.96 -1.69  0.357
H5 3.92 1.70 1.13  0.335
H6 2.42 -2.59 -0.51  0.350
H7 2.82 2.88 0.28  0.355
H8 -0.66 -0.06 1.79  0.305
H9 -4.91 0.31 0.89  0.213
H10 -4.39 -0.14 -1.47  0.159
H11 0.79 -1.67 1.07  0.213

## Properties
Net charge: -1
HOMO-LUMO gap (eV): 7.31
Calculated total energy (Ha): -689.6203
LUMO energy (eV): 3.37
SMILES: CC1=C([O-])[C@H](O)[C@@H](c2ccccc2)C1=O
M (g/mol): 203.22
Relative energy (zero: lowest compared OMol25 entry of this formula, charge and spin) (kcal per mole): 9.7

---

# C12H12

A 2-piece molecular cluster, C12H12 overall (wB97M-V/def2-TZVPD, the OMol25 dataset).

Each line ends with the Mulliken charge.
Element x y z (Å)
C1 4.65 -1.06 -0.19  -0.400
C2 5.03 0.25 -0.04  -0.139
C3 2.76 1.10 0.16  -0.094
C4 -3.00 1.21 0.07  -0.442
C5 -4.97 0.04 -0.48  -0.417
C6 2.47 -0.35 0.17  -0.178
C7 -2.49 -0.03 0.44  -0.111
C8 3.27 -1.33 -0.24  -0.301
C9 -3.06 -1.24 0.37  -0.273
C10 -4.38 -1.17 -0.09  -0.306
C11 4.17 1.37 0.00  -0.430
C12 -4.39 1.17 -0.20  -0.380
H1 6.12 0.44 -0.06  0.274
H2 -2.95 -2.20 1.16  0.185
H3 1.98 1.96 0.29  0.280
H4 -5.94 0.17 -0.92  0.350
H5 -2.48 2.24 0.11  0.270
H6 1.34 -0.64 0.06  0.063
H7 -5.01 2.03 -0.23  0.398
H8 2.84 -2.32 -0.48  0.336
H9 4.63 2.39 0.02  0.293
H10 -4.97 -2.02 -0.06  0.380
H11 5.54 -1.66 -0.42  0.298
H12 -1.45 -0.15 0.68  0.344

## Properties
HOMO-LUMO gap (eV): 10.04
Calculated total energy (Ha): -464.3384
LUMO energy (eV): 0.87
SMILES: c1ccccc1.c1ccccc1
M (g/mol): 156.23
Relative energy (zero: lowest compared OMol25 entry of this formula, charge and spin) (kcal per mole): 83.9

---

# C12H12BN8Se3TeW

C12H12BN8Se3TeW as an isolated structure (wB97M-V/def2-TZVPD, the OMol25 dataset).

Each line ends with the Mulliken charge.
Element x y z (Å)
W1 -1.35 -0.43 0.60  1.033
Te1 -3.95 0.70 -0.87  0.695
Se1 -0.54 1.91 0.17  0.079
Se2 -3.85 0.11 1.51  0.024
Se3 -2.29 2.56 -1.30  0.244
N1 0.21 -5.26 1.47  -0.872
N2 -1.34 -2.49 0.94  0.018
N3 0.07 -4.21 2.39  0.631
N4 1.01 -2.30 0.87  0.563
N5 -0.77 -0.53 2.60  -0.143
N6 -0.15 -1.70 2.97  0.099
N7 -2.38 -0.79 -1.00  -0.345
N8 0.67 -1.13 0.23  -0.186
C1 -1.77 -3.40 0.09  0.459
C2 2.21 -2.71 0.45  0.105
C3 -2.51 -3.18 -1.09  -0.944
C4 -0.53 0.38 3.58  -0.210
C5 0.25 -0.19 4.56  -1.107
C6 -2.80 -1.95 -1.61  -0.290
C7 0.13 -4.71 3.62  0.185
C8 0.28 -6.13 3.51  -0.781
C9 0.29 -6.39 2.11  -0.111
C10 0.49 -1.49 4.12  0.004
C11 1.72 -0.83 -0.59  -0.217
C12 2.69 -1.80 -0.50  -1.195
B1 -0.09 -2.79 1.87  0.137
H1 0.40 -7.34 1.61  0.536
H2 2.68 -3.61 0.81  0.518
H3 -0.96 1.37 3.55  0.535
H4 0.05 -4.12 4.53  0.586
H5 3.62 -1.85 -1.03  0.482
H6 0.47 -6.84 4.30  0.473
H7 -1.51 -4.43 0.30  0.519
H8 0.61 0.27 5.47  0.499
H9 1.12 -2.23 4.59  0.569
H10 -2.86 -4.04 -1.65  0.466
H11 -3.38 -1.88 -2.53  0.511
H12 1.71 0.06 -1.21  0.431

## Properties
Net charge: +4
HOMO-LUMO gap (spin up / spin down) (eV): 5.57 / 5.78
Calculated total energy (Ha): -8465.2146
LUMO energy (spin up / spin down) (eV): -15.87 / -15.69
M (g/mol): 827.42
Spin multiplicity: 2
Relative energy (zero: lowest compared OMol25 entry of this formula, charge and spin) (kcal per mole): 17.5

---

# C12H12ClMgN2O2

C12H12ClMgN2O2 as an isolated structure (wB97M-V/def2-TZVPD, the OMol25 dataset).

Each line ends with the Mulliken charge.
Element x y z (Å)
Cl1 5.74 6.73 3.09  -0.708
Mg1 7.40 8.04 3.91  0.787
O1 6.66 9.95 3.87  -0.883
O2 9.10 7.12 3.76  -0.725
N1 7.48 10.18 5.99  -0.604
N2 8.02 8.97 5.65  -0.294
C1 4.84 14.35 5.57  -0.357
C2 10.84 5.58 4.50  -1.308
C3 6.12 11.92 5.17  0.269
C4 5.04 13.47 6.64  -0.570
C5 6.80 10.56 4.98  0.626
C6 5.99 12.82 4.13  -0.391
C7 9.57 9.45 7.36  -1.250
C8 9.80 6.71 4.75  1.039
C9 5.34 14.01 4.32  -0.465
C10 9.79 7.32 6.01  -1.404
C11 5.66 12.24 6.43  -0.352
C12 9.11 8.55 6.27  1.460
H1 4.71 13.78 7.62  0.356
H2 9.96 10.34 6.89  0.275
H3 5.22 14.65 3.48  0.392
H4 4.32 15.30 5.74  0.340
H5 5.91 11.49 7.17  0.418
H6 10.30 9.00 8.00  0.391
H7 11.78 6.02 4.17  0.284
H8 8.72 9.76 7.93  0.350
H9 6.42 12.56 3.20  0.419
H10 10.52 4.92 3.73  0.366
H11 11.10 4.99 5.41  0.337
H12 10.46 6.87 6.73  0.202

## Properties
Net charge: -1
HOMO-LUMO gap (eV): 7.35
Calculated total energy (Ha): -1384.9792
LUMO energy (eV): 3.20
M (g/mol): 276.00

---

# C12H12IrN6O6STe

C12H12IrN6O6STe as an isolated structure (wB97M-V/def2-TZVPD, the OMol25 dataset).

Each line ends with the Mulliken charge.
Element x y z (Å)
Ir1 -0.42 -0.26 -0.30  0.732
Te1 0.91 0.18 1.78  0.666
S1 -2.16 -0.03 3.20  0.037
O1 2.51 -0.39 -0.80  -0.496
O2 -1.69 1.07 0.43  -0.601
O3 -2.40 3.16 0.15  -0.549
O4 3.60 0.67 -2.45  -0.442
O5 0.83 -0.52 -3.22  -0.547
O6 1.25 -2.63 -3.38  -0.745
N1 0.44 1.47 -1.05  0.044
N2 0.03 -1.83 -1.65  -0.433
N3 -1.54 -1.89 0.45  -0.382
N4 -1.19 -3.10 -0.20  -0.294
N5 -0.29 -4.17 -2.01  -0.292
N6 0.77 -1.66 -2.85  1.098
C1 -1.07 -0.02 5.53  -0.519
C2 -0.12 3.75 -1.50  -0.713
C3 1.96 2.86 -2.24  -0.840
C4 -0.01 0.09 4.63  -0.613
C5 -0.43 0.10 3.30  0.341
C6 1.06 3.91 -2.19  -0.396
C7 2.63 0.53 -1.58  0.292
C8 -0.39 2.51 -0.94  0.596
C9 1.63 1.65 -1.65  0.782
C10 -2.28 -0.11 4.89  -0.392
C11 -1.62 2.30 -0.08  0.210
C12 -0.45 -3.05 -1.35  0.841
H1 -0.74 -5.02 -1.73  0.186
H2 -1.39 -2.02 1.45  0.358
H3 -0.85 4.55 -1.38  0.544
H4 1.03 0.17 4.92  0.390
H5 0.36 -4.18 -2.79  0.226
H6 1.31 4.86 -2.65  0.488
H7 2.92 2.96 -2.72  0.567
H8 -0.96 -0.03 6.61  0.426
H9 4.24 -0.05 -2.35  0.400
H10 -2.54 -1.70 0.32  0.379
H11 -3.26 -0.19 5.36  0.428
H12 -1.70 -3.93 0.05  0.225

## Properties
Net charge: +2
HOMO-LUMO gap (spin up / spin down) (eV): 6.79 / 6.49
Calculated total energy (Ha): -2014.3673
LUMO energy (spin up / spin down) (eV): -7.83 / -8.80
M (g/mol): 688.15
Spin multiplicity: 2
Relative energy (zero: lowest compared OMol25 entry of this formula, charge and spin) (kcal per mole): 0.0

---

# C12H12N4S

C12H12N4S as an isolated structure (wB97M-V/def2-TZVPD, the OMol25 dataset).

Each line ends with the Mulliken charge.
Element x y z (Å)
S1 -0.65 1.75 1.46  -0.344
N1 -0.56 -0.99 -0.89  -0.548
N2 -1.05 -2.78 0.48  0.301
N3 -0.81 2.95 -0.84  -0.453
N4 1.06 3.27 0.29  0.029
C1 -0.23 -2.14 -0.63  0.256
C2 -1.20 -0.59 0.17  0.307
C3 0.75 -4.23 -1.21  -0.359
C4 -0.23 3.88 -1.50  -0.379
C5 0.44 -3.00 -1.43  -0.153
C6 2.12 3.35 1.40  -1.395
C7 -0.07 2.59 0.15  0.563
C8 -1.89 0.67 0.65  -0.891
C9 1.13 4.21 -0.75  -0.299
C10 -1.53 -1.68 0.92  -0.466
C11 -0.05 -4.84 -0.24  -0.537
C12 -0.60 -4.12 0.62  -0.200
H1 1.18 -4.86 -2.02  0.340
H2 0.39 -5.81 0.06  0.312
H3 -2.82 0.69 0.97  0.679
H4 2.94 3.53 1.09  0.579
H5 2.03 4.88 -0.87  0.311
H6 -0.42 4.28 -2.58  0.267
H7 -1.89 -1.93 2.03  0.223
H8 1.06 -2.47 -2.42  0.158
H9 -1.05 -4.48 1.50  0.386
H10 1.93 4.17 1.93  0.533
H11 2.07 2.52 1.98  0.401
H12 -2.04 1.20 -0.32  0.379

## Properties
HOMO-LUMO gap (eV): 7.84
Calculated total energy (Ha): -1081.3912
LUMO energy (eV): 0.69
M (g/mol): 244.32